No. 1
8
Properties=species:S:1:pos:R:3:forces:R:3:mulliken_charge:R:1 method="wB97M-V/def2-TZVPD" e_above_lowest_ev=0.4983 e_tot_ha=-890.33292 smiles="C=NSF.I" multiplicity=1 orbital_gap_ev=9.3 fmax_ev_per_a=3.94 charge=0
C -1.832 -0.796 0.514 1.44 -3.40 1.37 -0.27
N -0.683 -0.320 0.295 -0.34 -0.83 -0.16 -0.19
F -1.225 2.141 -0.567 0.76 -0.92 0.35 -0.33
S -0.022 0.971 -0.243 -0.35 1.42 -0.38 0.30
I 4.416 -0.649 -0.278 -0.42 1.44 -0.86 -0.10
H -1.989 -1.890 0.884 0.77 1.99 -0.75 0.20
H 4.018 0.776 -1.133 0.40 -1.43 0.85 0.10
H -2.681 -0.233 0.527 -2.26 1.73 -0.41 0.29

***

No. 2
7
Properties=species:S:1:pos:R:3:forces:R:3:mulliken_charge:R:1 method="wB97M-V/def2-TZVPD" e_above_lowest_ev=1.2690 e_tot_ha=-778.76810 multiplicity=1 orbital_gap_ev="8.3 / 5.6" fmax_ev_per_a=1.56 charge=0
C 0.402 -0.018 -0.765 -0.88 0.85 -0.28 -0.81
F 1.271 0.262 1.601 0.68 0.67 1.11 -0.20
P 0.371 -0.782 0.863 -0.71 0.35 -0.35 0.23
I -3.239 0.195 1.723 0.68 -0.17 -0.17 -0.14
H -0.069 -0.871 -1.252 -0.32 0.40 -1.08 0.29
H 1.346 0.224 -1.222 0.96 -0.73 0.15 0.33
H -0.082 0.989 -0.948 -0.41 -1.37 0.61 0.30

***

Look up the multiplicity of the second one. 1

***

What is the multiplicity in the second record? 1

***

Look up the multiplicity of the second one. 1